No. 1
The following is a DFT calculation (ωB97M-V/def2-TZVPD) of 2 unconnected molecules or ions with the total composition C5H15PSi.

Computed properties:
E_LUMO: 0.87 eV
Energy relative to the best compared isomer or geometry (same formula, charge and spin): 264.58 kJ/mol
Frontier orbital gap: 7.911 eV

Geometry as ORCA input:
```
! RIJCOSX wB97M-V def2-TZVPD def2/J DEFGRID3
* xyz 0 1
C -2.661 0.021 0.515
C 1.146 -1.189 1.951
C 0.542 0.128 -2.499
C -1.898 0.993 -0.392
C 1.022 -1.356 0.399
Si 0.717 0.163 -0.636
P 2.201 1.830 -0.016
H -2.543 -0.961 -0.082
H -2.126 -0.172 1.436
H -3.657 0.310 0.756
H 1.850 -0.474 2.288
H 0.192 -0.802 2.398
H 1.507 -1.996 2.652
H -0.369 -0.349 -2.858
H 0.563 0.983 -3.176
H 1.377 -0.484 -2.810
H -1.640 1.949 -0.105
H -1.917 0.764 -1.447
H 0.351 -2.177 0.307
H 1.996 -1.661 -0.106
H 1.259 2.854 0.060
H 2.088 1.625 1.364
*
```

Here are the Mulliken charges for atoms 1 to 8, given in e: C -0.6154; C -1.0943; C -1.1772; C -0.9739; C -0.3891; Si 0.3288; P -0.1595; H 0.1627

No. 2
The following is a DFT calculation (ωB97M-V/def2-TZVPD) of 2 unconnected molecules or ions with the total composition C4H9N2O.

Computed properties:
E_LUMO: -5.09 eV
Energy relative to the best compared isomer or geometry (same formula, charge and spin): 215.52 kJ/mol
Frontier orbital gap: 9.398 eV

Geometry as ORCA input:
```
! RIJCOSX wB97M-V def2-TZVPD def2/J DEFGRID3
* xyz 1 1
C 1.639 -1.920 0.035
N 1.742 -0.591 0.491
O 0.778 -2.655 0.387
H 2.407 -2.185 -0.701
H 1.686 -0.389 1.479
H 2.497 -0.068 0.067
C -1.712 0.623 0.095
C -1.880 -0.537 0.720
C -0.262 2.045 -1.113
N -0.442 0.991 -0.416
H -2.525 1.318 -0.052
H -1.095 -1.280 0.807
H -2.862 -0.776 1.102
H 0.736 2.410 -1.314
H -1.115 2.562 -1.538
H 0.408 0.452 -0.048
*
```

Here are the Mulliken charges for atoms 1 to 8, given in e: C 0.0759; N -0.6513; O -0.4225; H 0.3218; H 0.2741; H 0.2660; C 0.2353; C -0.7496

No. 3
The following is a DFT calculation (ωB97M-V/def2-TZVPD) of a molecular structure, C5H4Br2Cl2.

Computed properties:
E_LUMO (alpha / beta): 0.53 / -1.62 eV
Energy relative to the best compared isomer or geometry (same formula, charge and spin): 0.00 kJ/mol
<S²>: 2.04
Frontier orbital gap (alpha / beta): 8.326 / 8.117 eV

Geometry as ORCA input:
```
! RIJCOSX wB97M-V def2-TZVPD def2/J DEFGRID3
* xyz 0 3
C -1.449 0.164 0.839
C -0.710 -0.908 1.182
C 1.440 -0.266 -0.007
C 0.620 -1.197 0.922
C 2.049 0.966 0.699
Cl -1.353 -1.961 2.386
Cl 1.424 -2.285 1.878
Br 0.807 2.301 1.219
Br 3.177 0.579 2.184
H -2.491 0.104 1.227
H -1.218 0.913 -0.051
H 2.333 -1.017 -0.283
H 1.008 0.120 -0.967
*
```

Here are the Mulliken charges for atoms 1 to 8, given in e: C -0.9580; C 0.6917; C -0.7921; C 0.2002; C 0.0996; Cl -0.2315; Cl -0.1247; Br -0.0640

No. 4
The following is a DFT calculation (ωB97M-V/def2-TZVPD) of a molecular structure, C40H51BrCdN7OPSSe.

Computed properties:
E_LUMO: -4.26 eV
Energy relative to the best compared isomer or geometry (same formula, charge and spin): 0.00 kJ/mol
Frontier orbital gap: 8.785 eV

Geometry as ORCA input:
```
! RIJCOSX wB97M-V def2-TZVPD def2/J DEFGRID3
* xyz 2 1
Cd 0.197 0.020 -1.653
C 1.506 -2.047 3.462
C 1.323 -0.725 2.776
C 1.437 0.486 3.456
C 1.261 1.681 2.785
C 0.951 1.618 1.437
Br 0.737 3.237 0.476
N 0.820 0.491 0.760
C 1.027 -0.656 1.425
H 1.208 -1.992 4.509
H 2.553 -2.349 3.429
H 0.924 -2.831 2.976
H 1.658 0.493 4.517
H 1.345 2.634 3.284
H 0.918 -1.567 0.842
N 2.889 1.759 -2.285
P 2.828 0.082 -1.972
C 3.791 -0.678 -3.295
C 5.179 -0.532 -3.349
C 5.886 -1.055 -4.418
C 5.216 -1.730 -5.432
C 3.839 -1.886 -5.378
C 3.127 -1.360 -4.310
C 3.881 -0.081 -0.512
C 4.386 -1.350 -0.221
C 5.185 -1.536 0.895
C 5.472 -0.464 1.732
C 4.956 0.792 1.454
C 4.161 0.987 0.332
C 1.836 2.527 -2.756
C 2.086 3.801 -3.281
C 1.027 4.558 -3.719
C -0.270 4.046 -3.641
C -0.429 2.791 -3.115
N 0.599 2.040 -2.675
H 3.799 2.174 -2.435
H 5.709 -0.024 -2.552
H 6.961 -0.943 -4.460
H 5.773 -2.141 -6.263
H 3.323 -2.421 -6.165
H 2.053 -1.491 -4.254
H 4.178 -2.185 -0.882
H 5.596 -2.515 1.105
H 6.108 -0.608 2.596
H 5.188 1.629 2.100
H 3.768 1.973 0.115
H 3.101 4.171 -3.336
H 1.203 5.545 -4.126
H -1.124 4.611 -3.984
H -1.410 2.337 -3.026
N -1.618 -3.939 -1.655
C -0.313 -4.181 -1.776
N 0.082 -5.445 -1.926
S 0.853 -2.933 -1.755
H -2.305 -4.671 -1.749
H -1.936 -2.981 -1.595
H -0.562 -6.219 -1.943
H 1.065 -5.636 -2.011
C -5.037 4.283 1.724
C -5.123 2.860 1.184
C -4.226 2.615 -0.027
C -2.737 2.568 0.296
N -2.395 1.419 1.144
C -2.306 0.147 0.726
Se -2.339 -0.394 -1.075
N -2.136 -0.653 1.792
C -2.041 -2.113 1.761
C -3.411 -2.774 1.655
C -4.294 -2.580 2.887
C -3.841 -3.403 4.087
C -2.070 0.134 2.938
C -1.874 -0.195 4.275
C -1.827 0.854 5.171
C -1.974 2.185 4.753
C -2.181 2.509 3.427
C -2.229 1.451 2.525
H -5.677 4.412 2.596
H -5.356 5.003 0.969
H -4.023 4.555 2.026
H -6.154 2.652 0.894
H -4.887 2.140 1.975
H -4.374 3.413 -0.761
H -4.500 1.682 -0.525
H -2.411 3.458 0.831
H -2.136 2.493 -0.610
H -1.520 -2.412 2.670
H -1.407 -2.379 0.916
H -3.248 -3.842 1.487
H -3.910 -2.384 0.764
H -5.316 -2.862 2.628
H -4.337 -1.518 3.147
H -3.889 -4.471 3.865
H -4.474 -3.217 4.953
H -2.813 -3.180 4.383
H -1.769 -1.219 4.605
H -1.681 0.645 6.223
H -1.934 2.976 5.490
H -2.302 3.536 3.115
C -0.516 -0.377 -5.199
O -0.488 -0.833 -3.839
H -1.346 -0.833 -5.738
H 0.422 -0.595 -5.710
H -0.658 0.700 -5.170
H -0.254 -1.770 -3.787
*
```

Here are the Mulliken charges for atoms 1 to 8, given in e: Cd 3.0302; C -1.9556; C 1.0140; C -0.6381; C -1.0092; C -0.6926; Br -0.0185; N 1.2990

No. 5
The following is a DFT calculation (ωB97M-V/def2-TZVPD) of C5H9NS2 in the gas phase.

Computed properties:
E_LUMO: 0.57 eV
Energy relative to the best compared isomer or geometry (same formula, charge and spin): 283.89 kJ/mol
Frontier orbital gap: 8.762 eV

Geometry as ORCA input:
```
! RIJCOSX wB97M-V def2-TZVPD def2/J DEFGRID3
* xyz 0 1
C -0.868 -0.341 1.417
C -0.676 0.140 -0.042
C -1.443 -0.623 -1.114
C -0.363 1.693 -0.331
N 0.663 0.420 -0.484
C 1.934 0.158 -0.130
S 3.142 1.286 -0.126
S 2.259 -1.550 0.070
H -0.014 -1.109 1.734
H -1.845 -0.873 1.345
H -0.820 0.472 2.310
H -2.595 -0.511 -1.201
H -1.292 -1.640 -0.944
H -1.012 -0.390 -2.087
H -0.495 2.192 -1.304
H -0.169 2.330 0.396
H 3.594 -1.653 0.490
*
```

Here are the Mulliken charges for atoms 1 to 8, given in e: C -1.0360; C 1.1754; C -1.5763; C -0.8399; N -0.1900; C 0.2251; S -0.3045; S -0.2459

No. 6
The following is a DFT calculation (ωB97M-V/def2-TZVPD) of a molecular structure, C29H30AsIrN5OS2Si2.

Computed properties:
E_LUMO (alpha / beta): -4.39 / -4.35 eV
Energy relative to the best compared isomer or geometry (same formula, charge and spin): 167.22 kJ/mol
Frontier orbital gap (alpha / beta): 5.890 / 5.911 eV

Geometry as ORCA input:
```
! RIJCOSX wB97M-V def2-TZVPD def2/J DEFGRID3
* xyz 1 1
Ir 0.634 0.160 0.282
S 0.189 -3.127 5.079
C 0.112 -3.693 6.683
C -0.047 -2.677 7.575
C -0.107 -1.410 6.938
C 0.011 -1.490 5.580
C -0.040 -0.389 4.608
C 0.386 -0.588 3.280
N 0.274 0.343 2.351
C -0.205 1.557 2.678
C -0.569 1.882 3.976
C -0.971 3.241 4.259
C -0.952 4.183 3.293
C -0.611 3.837 1.932
C -0.589 4.751 0.871
C -0.362 4.325 -0.424
C -0.157 2.945 -0.618
N -0.070 2.096 0.387
C -0.292 2.519 1.647
C -0.325 5.234 -1.578
C -0.193 4.917 -2.901
C -0.175 6.058 -3.747
C -0.282 7.218 -3.046
S -0.419 6.938 -1.371
C -0.509 0.867 4.939
H 0.186 -4.751 6.883
H -0.119 -2.824 8.644
H -0.216 -0.480 7.480
H 0.831 -1.526 2.977
H -1.269 3.489 5.270
H -1.216 5.210 3.514
H -0.772 5.800 1.078
H -0.067 2.526 -1.609
H -0.119 3.905 -3.279
H -0.083 6.016 -4.823
H -0.287 8.229 -3.425
H -0.830 1.081 5.952
C 5.776 -1.528 -0.030
Si 4.244 -1.350 -1.049
C 4.584 -0.698 -2.746
C 3.247 -2.902 -1.125
As 2.951 0.278 0.118
Si 3.826 2.450 -0.306
C 5.675 2.394 -0.433
C 3.364 3.429 1.207
C 3.045 3.162 -1.831
H 6.546 -2.083 -0.575
H 5.559 -2.063 0.897
H 6.188 -0.551 0.235
H 5.327 -1.340 -3.231
H 4.973 0.323 -2.741
H 3.674 -0.710 -3.350
H 3.845 -3.717 -1.544
H 2.370 -2.765 -1.763
H 2.900 -3.211 -0.136
H 6.110 2.149 0.540
H 6.061 3.373 -0.732
H 6.032 1.658 -1.157
H 3.708 2.915 2.108
H 2.281 3.563 1.291
H 3.826 4.421 1.183
H 3.652 2.960 -2.718
H 2.936 4.246 -1.730
H 2.059 2.731 -2.005
O -1.202 -0.598 -0.265
N -2.229 -0.540 0.613
C -2.189 -1.498 1.466
C -1.144 -2.508 1.402
N -0.286 -3.261 1.273
C -3.124 -1.495 2.567
N -3.796 -1.473 3.498
*
```

Here are the Mulliken charges for atoms 1 to 8, given in e: Ir 1.6360; S -0.0474; C -0.4106; C -0.5955; C -0.5177; C 0.3336; C 0.9690; C -1.3457

No. 7
The following is a DFT calculation (ωB97M-V/def2-TZVPD) of a molecular structure, C48H62INO5OsS.

Computed properties:
E_LUMO (alpha / beta): 0.13 / -0.46 eV
Energy relative to the best compared isomer or geometry (same formula, charge and spin): 0.00 kJ/mol
<S²>: 6.04
Frontier orbital gap (alpha / beta): 6.821 / 6.477 eV

Geometry as ORCA input:
```
! RIJCOSX wB97M-V def2-TZVPD def2/J DEFGRID3
* xyz 0 5
Os 0.025 0.441 -0.656
C 0.640 -1.964 -3.747
O -0.003 -1.352 -2.641
C -0.472 -2.201 -1.666
C 0.399 -2.909 -0.835
C 1.925 -2.750 -0.788
C 2.607 -1.383 -0.840
C 3.647 -1.144 -1.725
C 4.362 0.053 -1.747
C 4.052 1.015 -0.778
C 3.029 0.838 0.124
C 2.578 1.943 1.080
C 1.458 2.796 0.483
C 1.751 3.751 -0.481
C 0.758 4.474 -1.133
C -0.576 4.162 -0.858
C -0.937 3.241 0.108
C -2.401 3.017 0.461
C -3.202 1.842 -0.129
C -4.528 1.712 0.272
C -5.347 0.665 -0.143
C -4.759 -0.331 -0.927
C -3.442 -0.248 -1.357
C -2.821 -1.336 -2.232
C -1.867 -2.286 -1.511
C -2.368 -3.276 -0.684
C -1.536 -4.132 0.032
C -0.169 -3.878 -0.009
C -2.135 -5.305 0.808
C -2.937 -6.180 -0.169
C -3.073 -4.790 1.908
C -1.065 -6.188 1.454
C -2.693 0.904 -1.037
O -1.519 1.112 -1.637
C -6.844 0.698 0.156
C -7.445 1.874 -0.635
C -7.558 -0.582 -0.285
C -7.117 0.902 1.652
C 0.102 2.598 0.818
O -0.218 1.982 2.025
C -0.103 2.903 3.104
C 1.079 5.588 -2.123
C 0.456 6.896 -1.608
C 0.496 5.227 -3.497
C 2.585 5.812 -2.279
C 2.242 -0.341 0.049
O 1.167 -0.441 0.820
C 5.403 0.374 -2.816
C 5.671 -0.813 -3.745
C 6.735 0.785 -2.171
C 4.875 1.539 -3.671
H 1.535 -2.515 -3.450
H -0.047 -2.645 -4.258
H 0.924 -1.151 -4.412
H 2.235 -3.214 0.153
H 2.360 -3.365 -1.583
H 3.916 -1.941 -2.408
H 4.610 1.946 -0.749
H 2.229 1.482 2.003
H 3.436 2.579 1.301
H 2.792 3.903 -0.734
H -1.370 4.653 -1.408
H -2.465 2.908 1.547
H -2.943 3.929 0.202
H -4.925 2.475 0.935
H -5.339 -1.197 -1.228
H -3.630 -1.930 -2.662
H -2.277 -0.850 -3.042
H -3.448 -3.372 -0.612
H 0.500 -4.455 0.615
H -3.782 -5.639 -0.595
H -2.300 -6.514 -0.990
H -3.323 -7.060 0.350
H -3.863 -4.166 1.488
H -3.541 -5.628 2.431
H -2.514 -4.202 2.637
H -0.394 -6.606 0.701
H -0.475 -5.638 2.190
H -1.551 -7.018 1.969
H -7.201 1.777 -1.695
H -8.533 1.894 -0.529
H -7.047 2.827 -0.283
H -7.471 -0.736 -1.362
H -7.167 -1.462 0.231
H -8.619 -0.499 -0.045
H -6.623 1.795 2.035
H -8.190 1.018 1.818
H -6.773 0.042 2.230
H 0.944 3.140 3.314
H -0.633 3.835 2.884
H -0.552 2.435 3.980
H -0.629 6.824 -1.537
H 0.846 7.135 -0.616
H 0.702 7.720 -2.281
H -0.591 5.150 -3.460
H 0.761 5.988 -4.234
H 0.889 4.263 -3.826
H 3.048 6.077 -1.327
H 3.077 4.923 -2.680
H 2.755 6.634 -2.975
H 6.074 -1.666 -3.194
H 4.759 -1.119 -4.261
H 6.402 -0.522 -4.500
H 7.102 -0.001 -1.508
H 7.482 0.962 -2.948
H 6.632 1.703 -1.591
H 3.895 1.295 -4.082
H 4.761 2.446 -3.075
H 5.565 1.751 -4.493
S 1.129 1.403 -2.353
N -3.146 -1.034 2.222
C -1.853 -0.755 1.992
O -1.479 -0.521 0.845
C -0.950 -0.691 3.194
I 0.141 -2.508 3.464
H -3.770 -1.011 1.426
H -3.505 -1.287 3.124
H -1.493 -0.517 4.117
H -0.196 0.063 3.015
*
```

Here are the Mulliken charges for atoms 1 to 8, given in e: Os 2.9429; C -0.9709; O -0.0729; C -1.2122; C 1.2450; C -1.6596; C 0.3957; C 0.0057

No. 8
The following is a DFT calculation (ωB97M-V/def2-TZVPD) of 6 unconnected molecules or ions with the total composition C34H61F12IN7O9S.

Computed properties:
E_LUMO: -3.02 eV
Frontier orbital gap: 7.646 eV

Geometry as ORCA input:
```
! RIJCOSX wB97M-V def2-TZVPD def2/J DEFGRID3
* xyz 1 1
C 0.975 2.420 2.527
C 0.293 2.024 1.189
C -0.072 0.538 0.935
C -0.538 -0.193 2.210
C 0.934 -0.268 -0.005
S 0.506 -2.037 -0.138
O 1.010 -2.639 -1.326
O 1.041 -2.777 0.970
C -1.305 -2.498 -0.096
F -1.815 -2.564 1.121
F -1.229 -3.797 -0.417
C -2.287 -1.948 -1.163
F -2.485 -0.625 -1.136
F -1.808 -2.376 -2.323
C -3.741 -2.570 -1.138
F -3.763 -3.804 -1.688
F -4.339 -2.521 0.077
C -4.707 -1.729 -2.058
F -5.748 -2.527 -2.288
F -4.196 -1.440 -3.227
F -5.200 -0.687 -1.432
C 0.787 0.440 -1.398
O -0.007 -0.312 -2.310
C 2.136 0.757 -2.142
C 1.736 1.493 -3.452
C 1.808 0.554 -4.674
C 3.247 0.164 -4.973
F 4.271 0.981 -4.716
C 3.489 -1.028 -5.457
F 2.731 -1.596 -6.325
F 4.501 -1.755 -5.071
C 2.947 1.666 -1.219
C 4.342 2.041 -1.813
O 4.289 3.231 -2.530
C 4.292 4.383 -1.679
N 3.067 1.160 0.191
C 2.387 -0.111 0.524
N 2.462 -0.256 1.981
I 3.867 -1.616 -0.203
H 0.335 3.099 3.098
H 1.892 3.003 2.327
H 1.234 1.594 3.187
H 0.903 2.445 0.378
H -0.651 2.592 1.131
H -0.961 0.597 0.286
H -0.469 0.371 3.141
H -0.055 -1.155 2.400
H -1.606 -0.428 2.112
H 0.295 1.416 -1.323
H -0.680 0.262 -2.695
H 2.650 -0.153 -2.470
H 2.395 2.340 -3.673
H 0.724 1.910 -3.389
H 1.259 -0.368 -4.473
H 1.363 1.025 -5.560
H 2.411 2.622 -1.172
H 5.108 2.160 -1.022
H 4.681 1.207 -2.434
H 3.279 4.806 -1.622
H 4.886 5.145 -2.188
H 4.707 4.208 -0.683
H 4.071 0.988 0.338
H 2.872 1.948 0.826
H 2.641 -1.242 2.153
H 3.263 0.266 2.326
C -3.031 2.552 0.376
O -2.277 3.379 0.881
N -4.161 2.106 0.923
C -5.005 1.129 0.260
C -4.561 2.617 2.232
H -2.820 2.097 -0.610
H -5.996 1.555 0.097
H -5.094 0.240 0.887
H -4.580 0.844 -0.701
H -4.680 3.701 2.173
H -3.783 2.390 2.957
H -5.496 2.162 2.545
C -3.913 0.566 5.505
O -3.801 1.459 4.678
N -5.078 0.064 5.941
C -5.139 -1.000 6.929
C -6.317 0.603 5.407
H -3.035 0.089 5.971
H -5.653 -1.863 6.503
H -5.687 -0.651 7.805
H -4.138 -1.298 7.232
H -6.339 0.466 4.325
H -6.373 1.672 5.621
H -7.169 0.098 5.855
C 4.580 7.777 0.461
O 4.826 6.611 0.195
N 3.358 8.335 0.433
C 3.140 9.732 0.763
C 2.221 7.513 0.060
H 5.372 8.485 0.756
H 2.459 9.804 1.612
H 2.700 10.245 -0.095
H 4.080 10.215 1.020
H 2.133 6.675 0.754
H 2.373 7.114 -0.945
H 1.309 8.103 0.084
C -4.148 -5.775 3.218
O -4.327 -6.502 4.174
N -3.783 -6.187 1.987
C -3.586 -5.255 0.893
C -3.582 -7.607 1.754
H -4.273 -4.679 3.286
H -4.264 -5.506 0.076
H -2.557 -5.353 0.553
H -3.761 -4.233 1.200
H -4.505 -8.147 1.970
H -2.802 -7.980 2.419
H -3.293 -7.778 0.720
C 5.116 -4.634 -3.007
O 5.088 -4.741 -1.792
N 5.015 -5.657 -3.871
C 5.056 -5.460 -5.307
C 4.862 -7.004 -3.345
H 5.228 -3.657 -3.505
H 4.127 -5.822 -5.751
H 5.896 -6.015 -5.729
H 5.174 -4.404 -5.545
H 3.958 -7.057 -2.737
H 5.717 -7.249 -2.714
H 4.795 -7.718 -4.162
*
```

Here are the Mulliken charges for atoms 1 to 8, given in e: C -1.9768; C -0.1484; C 0.9089; C -2.0414; C 3.1383; S 1.5068; O -0.6915; O -0.7009

No. 9
The following is a DFT calculation (ωB97M-V/def2-TZVPD) of C4H5NO in the gas phase.

Computed properties:
E_LUMO: 0.96 eV
Energy relative to the best compared isomer or geometry (same formula, charge and spin): 304.58 kJ/mol
Frontier orbital gap: 10.455 eV

Geometry as ORCA input:
```
! RIJCOSX wB97M-V def2-TZVPD def2/J DEFGRID3
* xyz 0 1
C -0.848 1.060 0.010
N -1.484 -0.050 0.239
O -0.615 -1.221 -0.018
C 0.589 -0.663 -0.417
C 1.506 0.011 0.568
C 0.588 0.861 -0.378
H -1.462 1.935 0.210
H 0.990 -1.158 -1.237
H 1.229 -0.034 1.610
H 2.546 0.219 0.317
H 0.994 1.540 -1.136
*
```

Here are the Mulliken charges for atoms 1 to 8, given in e: C -0.1934; N -0.3042; O -0.2458; C -0.0790; C -0.6461; C -0.2134; H 0.4187; H 0.3974